{"formula": "C2H10N2P", "method": "ωB97M-V/def2-TZVPD", "symbols": ["C", "C", "N", "N", "P", "H", "H", "H", "H", "H", "H", "H", "H", "H", "H"], "xyz": [[2.284, -0.549, -0.280], [-0.179, 0.943, 0.005], [-1.170, 1.564, 0.557], [-1.607, -1.085, -0.454], [0.912, -0.191, 0.963], [1.589, -0.555, -1.122], [2.615, -1.535, -0.017], [3.050, 0.241, -0.400], [-0.027, 1.116, -1.105], [-1.952, 1.794, 0.029], [-1.344, 1.490, 1.551], [-1.981, -1.239, 0.530], [-2.450, -0.875, -1.089], [-1.153, -1.934, -0.807], [1.413, 0.815, 1.640]], "multiplicity": 3, "gap_ha": [0.25856, 0.20465], "homo_energy_ha": [-0.379, -0.513], "total_charge": 1, "lumo_ev": [-3.286, -8.402], "e_above_lowest_kcal_mol": 27.0}

{"formula": "C2H10N2S2", "method": "ωB97M-V/def2-TZVPD", "symbols": ["C", "S", "S", "H", "H", "H", "H", "N", "C", "N", "H", "H", "H", "H", "H", "H"], "xyz": [[-2.162, -2.840, -0.147], [-1.412, -1.179, -0.421], [0.389, -1.509, 0.587], [-2.752, -2.727, 0.751], [-2.883, -2.981, -0.939], [-1.380, -3.571, -0.304], [1.179, -1.167, -0.425], [1.024, 3.892, 0.168], [1.043, 2.598, -0.461], [1.981, 1.652, 0.220], [1.654, 4.580, -0.209], [1.134, 3.831, 1.169], [1.490, 2.732, -1.441], [0.065, 2.123, -0.471], [2.683, 1.337, -0.435], [1.517, 0.826, 0.580]], "multiplicity": 1, "gap_ha": 0.33812, "homo_energy_ha": -0.324, "smiles": "CSS.NCN", "lumo_ev": 0.394, "e_above_lowest_kcal_mol": 15.4}

{"formula": "C2H10N3", "method": "ωB97M-V/def2-TZVPD", "symbols": ["C", "N", "H", "H", "H", "H", "H", "H", "N", "C", "N", "H", "H", "H", "H"], "xyz": [[1.303, 0.085, -2.301], [0.764, -0.847, -1.151], [2.225, -0.129, -2.771], [1.382, 1.100, -2.047], [0.347, 0.008, -2.899], [0.516, -1.768, -1.609], [1.451, -0.916, -0.411], [-0.228, -0.692, -0.647], [-1.254, 0.747, 2.795], [-0.713, 0.380, 1.627], [-1.088, -0.360, 0.643], [-0.717, 1.175, 3.616], [-2.276, 0.750, 3.045], [0.328, 0.804, 1.592], [-2.038, -0.337, 0.518]], "multiplicity": 1, "gap_ha": 0.39615, "homo_energy_ha": -0.507, "total_charge": 1, "lumo_ev": -3.019, "e_above_lowest_kcal_mol": 44.1}

{"formula": "C2H10N3", "method": "ωB97M-V/def2-TZVPD", "symbols": ["C", "N", "H", "H", "H", "H", "N", "C", "N", "H", "H", "H", "H", "H", "H"], "xyz": [[1.407, 0.396, 0.457], [1.828, -0.719, -0.317], [1.442, 0.221, 1.527], [1.997, 1.269, 0.204], [2.747, -0.629, -0.721], [1.732, -1.612, 0.142], [-0.016, 0.733, 0.086], [-1.064, -0.365, 0.264], [-2.161, -0.057, -0.575], [-0.052, 0.918, -0.923], [-0.376, 1.601, 0.495], [-0.560, -1.265, -0.057], [-1.322, -0.403, 1.313], [-2.994, 0.240, -0.090], [-2.416, -0.699, -1.310]], "multiplicity": 1, "gap_ha": 0.42020, "homo_energy_ha": -0.532, "total_charge": 1, "smiles": "NC[NH2+]CN", "lumo_ev": -3.033, "e_above_lowest_kcal_mol": 20.8}

{"formula": "C2H10N3O", "method": "ωB97M-V/def2-TZVPD", "symbols": ["C", "N", "C", "N", "N", "H", "H", "H", "H", "H", "H", "H", "H", "H", "H", "O"], "xyz": [[-1.483, 0.575, 1.202], [-0.928, 1.209, 0.012], [0.141, 0.765, -0.644], [0.891, 1.643, -1.328], [0.497, -0.510, -0.605], [-0.866, -0.250, 1.523], [-1.543, 1.313, 1.993], [-2.476, 0.189, 1.024], [-1.334, 2.076, -0.286], [0.465, 2.504, -1.632], [1.622, 1.305, -1.930], [1.113, -0.937, -1.280], [0.361, -1.106, 0.211], [0.730, -3.006, 1.990], [1.408, -3.426, 0.727], [0.717, -2.820, 1.034]], "multiplicity": 1, "gap_ha": 0.42438, "homo_energy_ha": -0.533, "total_charge": 1, "lumo_ev": -2.948, "e_above_lowest_kcal_mol": 11.6}

{"formula": "C2H10N3O", "method": "ωB97M-V/def2-TZVPD", "symbols": ["C", "N", "C", "N", "N", "H", "H", "H", "H", "H", "H", "H", "H", "H", "H", "O"], "xyz": [[-0.029, 1.982, 1.599], [-0.328, 1.120, 0.417], [0.534, 0.368, -0.355], [-0.113, -0.521, -1.122], [1.812, 0.638, -0.433], [-0.557, 1.474, 2.421], [1.003, 2.168, 1.857], [-0.484, 2.967, 1.382], [-1.281, 0.781, 0.569], [-1.078, -0.696, -0.845], [0.313, -1.331, -1.588], [2.431, 0.038, -0.973], [2.239, 1.270, 0.240], [-1.949, -3.066, -1.537], [-1.327, -4.057, -0.679], [-1.186, -3.136, -0.952]], "multiplicity": 2, "gap_ha": [0.38098, 0.16898], "homo_energy_ha": [-0.693, -0.693], "total_charge": 2, "lumo_ev": [-8.497, -14.257], "e_above_lowest_kcal_mol": 21.0}

{"formula": "C2H10N3O2P", "method": "ωB97M-V/def2-TZVPD", "symbols": ["C", "C", "N", "N", "N", "O", "O", "P", "H", "H", "H", "H", "H", "H", "H", "H", "H", "H"], "xyz": [[-1.351, -0.888, -1.010], [-1.798, 0.957, 0.476], [1.913, 0.648, 1.462], [1.798, -1.433, -0.119], [-0.701, 0.047, -0.047], [3.036, 0.789, -0.928], [0.282, 0.907, -0.745], [1.975, 0.176, -0.118], [-0.540, -1.633, -1.262], [-2.155, -1.345, -0.515], [-1.758, -0.298, -1.864], [-2.290, 0.246, 1.152], [-1.458, 1.796, 1.177], [-2.600, 1.318, -0.229], [1.069, 0.386, 1.883], [2.003, 1.626, 1.525], [0.941, -1.722, 0.338], [1.637, -1.577, -1.172]], "multiplicity": 1, "gap_ha": 0.36756, "homo_energy_ha": -0.345, "smiles": "CN(C)OP(N)(N)=O", "lumo_ev": 0.620, "e_above_lowest_kcal_mol": 0.0}

{"formula": "C2H10N4O", "method": "ωB97M-V/def2-TZVPD", "symbols": ["C", "C", "N", "N", "N", "N", "O", "H", "H", "H", "H", "H", "H", "H", "H", "H", "H"], "xyz": [[-0.111, -0.310, 0.387], [-0.084, 1.235, 0.196], [1.196, 1.957, 0.062], [-1.954, -1.856, 0.100], [2.254, 1.165, -0.500], [0.312, -1.035, -0.826], [-1.462, -0.658, 0.795], [1.462, 2.405, 0.942], [0.546, -0.593, 1.216], [-2.160, -2.471, 0.890], [-2.863, -1.518, -0.225], [2.648, 0.502, 0.175], [1.915, 0.560, -1.261], [-0.201, -0.620, -1.603], [-0.172, -1.936, -0.716], [-0.620, 1.688, 1.041], [-0.705, 1.485, -0.675]], "multiplicity": 1, "gap_ha": 0.32718, "homo_energy_ha": -0.297, "smiles": "NNC[C@H](N)ON", "lumo_ev": 0.822, "e_above_lowest_kcal_mol": 100.1}

{"formula": "C2H10N4O", "method": "ωB97M-V/def2-TZVPD", "symbols": ["C", "C", "N", "N", "N", "N", "O", "H", "H", "H", "H", "H", "H", "H", "H", "H", "H"], "xyz": [[-0.918, 0.298, -0.102], [1.135, 0.703, 1.577], [-0.316, -0.919, -0.360], [0.435, 1.240, 0.426], [1.339, 1.572, -0.567], [-1.903, -1.751, -0.209], [0.078, -0.954, -1.711], [0.538, -1.799, -1.794], [0.868, 2.062, -1.318], [1.846, 0.763, -0.939], [-1.822, -2.311, 0.635], [-2.405, -1.834, -1.092], [-1.264, 0.851, -0.972], [-1.553, 0.360, 0.774], [0.407, 0.426, 2.337], [1.741, -0.182, 1.334], [1.794, 1.476, 1.980]], "multiplicity": 1, "gap_ha": 0.30574, "homo_energy_ha": -0.276, "lumo_ev": 0.806, "e_above_lowest_kcal_mol": 164.7}

{"formula": "C2H10N4O", "method": "ωB97M-V/def2-TZVPD", "symbols": ["C", "N", "N", "C", "N", "H", "H", "H", "H", "H", "H", "H", "N", "O", "H", "H", "H"], "xyz": [[-0.762, -0.988, -1.003], [-0.196, 0.026, -0.130], [1.142, 0.001, 0.179], [-0.266, -1.119, 2.559], [-1.239, -0.884, 1.823], [1.579, -0.817, -0.235], [1.588, 0.846, -0.213], [-0.354, -0.879, -2.012], [-0.578, -1.984, -0.597], [-1.839, -0.846, -1.036], [0.767, -0.796, 2.287], [-0.354, -1.691, 3.501], [-0.343, 1.887, -1.309], [1.052, 2.247, -1.358], [1.083, 3.039, -0.804], [-0.456, 1.452, -2.230], [-0.823, 0.506, 0.578]], "multiplicity": 1, "gap_ha": [0.31258, 0.26715], "homo_energy_ha": [-0.278, -0.255], "lumo_ev": [0.952, 0.320], "e_above_lowest_kcal_mol": 191.2}

{"formula": "C2H10N7", "method": "ωB97M-V/def2-TZVPD", "symbols": ["C", "C", "N", "N", "N", "N", "N", "N", "N", "H", "H", "H", "H", "H", "H", "H", "H", "H", "H"], "xyz": [[-0.077, 0.850, 0.910], [2.068, -0.593, -0.993], [-0.447, -0.465, 0.585], [-0.085, -1.336, -0.095], [0.959, -1.198, -1.121], [1.209, 0.995, 1.040], [3.159, -1.060, -1.576], [-3.324, 0.132, 0.549], [-1.128, 1.627, 1.135], [0.663, -1.835, -1.825], [1.386, 1.813, 1.702], [2.205, 0.315, -0.419], [4.083, -0.622, -1.601], [2.970, -1.939, -2.139], [-2.935, -0.690, 0.189], [-0.993, 2.505, 1.495], [-3.935, 0.570, -0.181], [-3.744, -0.027, 1.422], [-2.031, 0.958, 0.923]], "multiplicity": 1, "gap_ha": 0.33470, "homo_energy_ha": -0.471, "total_charge": 1, "lumo_ev": -3.697, "e_above_lowest_kcal_mol": 49.8}

{"formula": "C2H10NO", "method": "ωB97M-V/def2-TZVPD", "symbols": ["C", "N", "H", "H", "H", "H", "H", "H", "C", "O", "H", "H", "H", "H"], "xyz": [[-0.420, -0.492, 1.469], [0.602, -1.583, 1.418], [1.232, -1.360, 0.640], [1.142, -1.592, 2.281], [0.180, -2.490, 1.219], [-1.259, -0.652, 2.132], [-0.803, -0.332, 0.469], [0.054, 0.399, 1.888], [-0.459, 1.312, -1.781], [0.944, 1.517, -1.833], [1.282, 1.471, -2.730], [-0.811, 1.839, -0.886], [-1.030, 1.721, -2.602], [-0.655, 0.243, -1.686]], "multiplicity": 1, "gap_ha": 0.35580, "homo_energy_ha": -0.505, "total_charge": 1, "lumo_ev": -4.049, "e_above_lowest_kcal_mol": 31.9}

> What is the formula in the fourth record?

C2H10N3